# 1
{
  "formula": "C20H31Cl2N4O3Tl",
  "method": "ωB97M-V/def2-TZVPD",
  "lumo_ev": 0.451,
  "homo_energy_ev": -7.60,
  "homo_lumo_gap_ha": 0.2959,
  "de_lowest_kcal_mol": 0.00,
  "elements": ["O", "C", "C", "C", "H", "C", "H", "C", "H", "C", "H", "C", "H", "H", "C", "C", "H", "H", "H", "C", "C", "H", "H", "H", "H", "Tl", "Cl", "Cl", "H", "H", "C", "C", "N", "H", "C", "O", "H", "H", "H", "H", "H", "H", "C", "C", "N", "H", "C", "O", "H", "H", "H", "H", "N", "C", "C", "C", "N", "H", "H", "H", "H"],
  "coordinates": [[0.398, -0.075, -5.399], [-0.340, 0.311, -6.286], [-0.124, 1.547, -7.103], [0.998, 2.352, -6.844], [1.698, 2.056, -6.062], [1.205, 3.517, -7.584], [2.076, 4.141, -7.378], [0.296, 3.882, -8.588], [0.456, 4.793, -9.164], [-0.819, 3.071, -8.858], [-1.524, 3.353, -9.644], [-1.023, 1.906, -8.119], [-1.880, 1.258, -8.316], [-1.253, -0.265, -6.572], [-2.478, 1.880, -0.638], [-1.984, 0.978, 0.419], [-3.365, 2.435, -0.304], [-2.723, 1.300, -1.543], [-1.692, 2.597, -0.924], [-2.511, 0.530, 1.543], [-3.801, 0.980, 2.191], [-1.988, -0.244, 2.104], [-4.299, 1.760, 1.608], [-3.617, 1.372, 3.196], [-4.497, 0.143, 2.299], [0.038, 0.345, -0.233], [1.457, 2.413, -0.360], [-0.344, -0.419, -2.547], [3.975, -0.063, -3.187], [5.563, 0.913, -1.583], [3.139, 0.102, -2.494], [4.734, 1.101, -0.891], [3.681, 0.131, -1.141], [2.389, -0.688, -2.593], [3.124, -0.519, -0.110], [2.049, -1.161, -0.165], [5.077, 0.977, 0.141], [3.691, -0.421, 0.837], [2.673, 1.068, -2.737], [4.362, 2.124, -1.033], [-1.447, -5.302, 1.370], [-0.255, -5.989, -0.855], [-1.902, -4.486, 0.793], [-0.770, -5.140, -1.326], [-1.044, -4.119, -0.327], [-2.064, -3.616, 1.435], [-0.513, -2.896, -0.419], [-0.632, -2.040, 0.490], [-0.135, -4.712, -2.112], [0.020, -2.681, -1.359], [-2.862, -4.859, 0.414], [-1.713, -5.493, -1.764], [0.839, -0.962, 2.891], [1.021, -0.614, 4.186], [0.809, 0.756, 4.268], [0.502, 1.181, 2.967], [0.500, 0.124, 2.126], [0.894, -1.888, 2.468], [1.273, -1.316, 4.965], [0.855, 1.375, 5.142], [0.282, 2.183, 2.619]],
  "nbo_charge": [-0.50, 0.42, -0.16, -0.16, 0.24, -0.22, 0.22, -0.19, 0.22, -0.21, 0.22, -0.19, 0.22, 0.11, -0.69, -0.32, 0.20, 0.24, 0.23, -0.23, -0.65, 0.20, 0.20, 0.21, 0.21, 1.32, -0.63, -0.59, 0.20, 0.20, -0.44, -0.40, -0.38, 0.26, 0.56, -0.69, 0.21, 0.13, 0.23, 0.23, 0.19, 0.20, -0.42, -0.40, -0.41, 0.25, 0.54, -0.68, 0.22, 0.18, 0.20, 0.20, -0.32, -0.03, -0.35, -0.01, -0.31, 0.44, 0.22, 0.23, 0.24]
}

---

# 2
{
  "formula": "C7H19BeN8O13",
  "method": "ωB97M-V/def2-TZVPD",
  "total_charge": -1,
  "lumo_ev": -2.800,
  "homo_energy_ev": -5.15,
  "homo_lumo_gap_ha": 0.0865,
  "de_lowest_kcal_mol": 289.81,
  "elements": ["Be", "O", "C", "O", "O", "H", "O", "C", "O", "O", "H", "O", "C", "O", "O", "H", "C", "O", "N", "N", "H", "H", "H", "H", "C", "O", "N", "N", "H", "H", "H", "H", "C", "O", "N", "N", "H", "H", "H", "H", "C", "O", "N", "N", "H", "H", "H", "H"],
  "coordinates": [[0.059, 0.612, -0.718], [3.759, 5.487, 1.452], [3.225, 4.956, 0.397], [2.297, 4.097, 0.599], [3.407, 5.493, -0.693], [4.535, 5.917, 1.085], [4.344, -4.315, -0.340], [3.760, -3.132, -0.090], [2.577, -2.774, -0.409], [4.565, -2.358, 0.469], [4.981, -3.866, 0.220], [-3.397, 4.409, -4.201], [-2.400, 3.727, -3.571], [-2.461, 2.476, -3.483], [-1.357, 4.346, -3.208], [-2.934, 5.205, -4.472], [3.325, 0.602, -5.265], [2.996, 0.680, -4.089], [2.508, 0.827, -6.272], [4.409, 0.071, -5.714], [1.504, 0.941, -6.263], [2.864, 1.001, -7.201], [4.739, 0.431, -6.598], [4.976, -0.386, -5.014], [-4.652, 1.866, 2.668], [-3.499, 2.136, 2.207], [-5.606, 2.690, 2.986], [-4.963, 0.624, 2.974], [-6.364, 2.435, 3.603], [-5.586, 3.636, 2.633], [-4.358, -0.142, 2.718], [-5.749, 0.500, 3.597], [1.459, -1.596, 4.691], [1.113, -1.178, 3.614], [1.911, -0.948, 5.675], [1.349, -2.825, 4.973], [2.149, 0.030, 5.591], [2.496, -1.379, 6.376], [1.515, -3.284, 5.857], [1.339, -3.461, 4.189], [-3.024, -3.763, -0.190], [-2.833, -2.550, -0.377], [-4.219, -4.217, -0.092], [-2.041, -4.607, 0.055], [-4.793, -3.398, -0.237], [-4.535, -5.175, -0.141], [-1.097, -4.254, 0.006], [-2.291, -5.585, 0.000]],
  "nbo_charge": [0.75, -0.68, 0.91, -0.54, -0.63, 0.48, -0.72, 0.90, -0.67, -0.74, 0.49, -0.71, 0.92, -0.61, -0.63, 0.48, 0.74, -0.64, -0.84, -0.83, 0.41, 0.36, 0.38, 0.42, 0.74, -0.67, -0.83, -0.83, 0.38, 0.41, 0.42, 0.36, 0.72, -0.65, -0.81, -0.82, 0.40, 0.37, 0.37, 0.40, 0.74, -0.70, -0.84, -0.82, 0.42, 0.39, 0.43, 0.37]
}

---

# 3
{
  "formula": "C5H9NO",
  "method": "ωB97M-V/def2-TZVPD",
  "lumo_ev": 0.978,
  "homo_energy_ev": -7.91,
  "homo_lumo_gap_ha": 0.3267,
  "de_lowest_kcal_mol": 83.40,
  "elements": ["N", "C", "C", "C", "C", "C", "O", "H", "H", "H", "H", "H", "H", "H", "H", "H"],
  "coordinates": [[-2.128, 1.196, 0.656], [-1.071, 0.423, 0.527], [0.029, 1.241, 0.099], [1.106, 0.557, -0.737], [0.795, -0.947, -0.866], [0.200, -1.495, 0.424], [-1.091, -0.895, 0.675], [-2.880, 0.947, 1.300], [-1.284, 2.029, 0.152], [0.417, 1.814, 0.945], [2.092, 0.679, -0.269], [1.188, 0.993, -1.740], [0.068, -1.124, -1.669], [1.697, -1.517, -1.118], [0.851, -1.292, 1.284], [0.002, -2.568, 0.371]],
  "nbo_charge": [-0.82, 0.60, -0.65, -0.41, -0.43, -0.07, -0.48, 0.38, 0.43, 0.24, 0.20, 0.21, 0.21, 0.22, 0.18, 0.20]
}

---

# 4
{
  "formula": "C42H112O42S14",
  "method": "ωB97M-V/def2-TZVPD",
  "lumo_ev": 0.047,
  "homo_energy_ev": -10.29,
  "homo_lumo_gap_ha": 0.3798,
  "de_lowest_kcal_mol": 0.00,
  "elements": ["O", "S", "O", "O", "C", "C", "C", "H", "H", "H", "H", "H", "H", "H", "H", "O", "S", "O", "O", "C", "C", "C", "H", "H", "H", "H", "H", "H", "H", "H", "O", "S", "O", "O", "C", "C", "C", "H", "H", "H", "H", "H", "H", "H", "H", "O", "S", "O", "O", "C", "C", "C", "H", "H", "H", "H", "H", "H", "H", "H", "O", "S", "O", "O", "C", "C", "C", "H", "H", "H", "H", "H", "H", "H", "H", "O", "S", "O", "O", "C", "C", "C", "H", "H", "H", "H", "H", "H", "H", "H", "O", "S", "O", "O", "C", "C", "C", "H", "H", "H", "H", "H", "H", "H", "H", "O", "S", "O", "O", "C", "C", "C", "H", "H", "H", "H", "H", "H", "H", "H", "O", "S", "O", "O", "C", "C", "C", "H", "H", "H", "H", "H", "H", "H", "H", "O", "S", "O", "O", "C", "C", "C", "H", "H", "H", "H", "H", "H", "H", "H", "O", "S", "O", "O", "C", "C", "C", "H", "H", "H", "H", "H", "H", "H", "H", "O", "S", "O", "O", "C", "C", "C", "H", "H", "H", "H", "H", "H", "H", "H", "O", "S", "O", "O", "C", "C", "C", "H", "H", "H", "H", "H", "H", "H", "H", "O", "S", "O", "O", "C", "C", "C", "H", "H", "H", "H", "H", "H", "H", "H"],
  "coordinates": [[2.858, -3.762, 1.368], [3.290, -3.633, 2.715], [3.944, -2.413, 3.224], [1.971, -3.972, 3.513], [2.114, -3.955, 4.937], [1.862, -2.556, 5.471], [4.360, -5.027, 3.191], [3.153, -4.243, 5.112], [1.461, -4.744, 5.378], [2.529, -1.826, 4.976], [1.880, -2.479, 6.545], [0.821, -2.291, 5.254], [4.867, -4.878, 4.131], [5.184, -5.128, 2.475], [3.836, -6.000, 3.167], [5.734, 1.842, 2.642], [5.888, 1.878, 4.059], [7.115, 2.245, 4.680], [4.975, 2.932, 4.735], [3.759, 3.198, 3.996], [2.969, 4.273, 4.690], [5.398, 0.455, 4.804], [3.160, 2.308, 4.039], [3.982, 3.470, 2.972], [3.564, 5.175, 4.773], [2.787, 4.004, 5.765], [2.024, 4.382, 4.184], [6.227, -0.267, 4.521], [4.470, 0.016, 4.436], [5.436, 0.538, 5.895], [-5.136, 3.432, -2.651], [-5.057, 2.026, -2.895], [-3.777, 1.525, -3.309], [-5.401, 1.258, -1.561], [-5.254, -0.199, -1.485], [-5.555, -0.692, -0.098], [-6.273, 1.424, -3.949], [-4.202, -0.358, -1.681], [-5.803, -0.713, -2.260], [-5.087, -1.661, 0.165], [-6.611, -0.969, 0.025], [-5.250, 0.005, 0.696], [-7.221, 1.644, -3.455], [-6.158, 0.328, -3.949], [-6.120, 1.860, -4.957], [1.222, 1.211, 4.607], [0.710, 1.107, 5.966], [1.629, 0.444, 6.823], [0.457, 2.588, 6.347], [0.449, 2.878, 7.768], [-0.079, 4.293, 7.945], [-0.854, 0.421, 6.131], [1.472, 2.757, 8.151], [-0.287, 2.261, 8.269], [-1.124, 4.301, 7.512], [0.493, 5.023, 7.365], [-0.122, 4.550, 9.025], [-1.493, 1.012, 5.486], [-1.021, 0.667, 7.215], [-0.837, -0.649, 5.921], [-1.135, -3.645, 4.560], [-1.905, -3.421, 3.401], [-2.844, -4.414, 2.919], [-2.601, -2.042, 3.660], [-3.828, -1.809, 2.911], [-4.486, -0.579, 3.439], [-0.804, -3.142, 2.173], [-4.488, -2.709, 3.007], [-3.433, -1.654, 1.892], [-3.867, 0.326, 3.448], [-4.991, -0.617, 4.416], [-5.286, -0.376, 2.673], [-0.343, -4.079, 1.902], [-0.025, -2.423, 2.491], [-1.320, -2.732, 1.319], [3.923, -2.082, -1.899], [2.587, -2.079, -2.291], [1.873, -0.888, -2.022], [2.585, -2.361, -3.814], [1.480, -1.941, -4.622], [1.725, -1.880, -6.125], [1.690, -3.418, -1.634], [1.108, -0.988, -4.297], [0.651, -2.663, -4.523], [2.070, -2.804, -6.586], [2.448, -1.185, -6.475], [0.794, -1.575, -6.589], [0.651, -3.297, -1.881], [1.806, -3.338, -0.561], [2.048, -4.405, -1.993], [2.650, 3.509, 0.809], [1.430, 4.208, 0.521], [0.526, 3.438, -0.302], [0.820, 4.467, 1.925], [-0.605, 4.716, 2.171], [-1.017, 4.806, 3.640], [1.682, 5.749, -0.164], [-1.122, 3.905, 1.680], [-0.809, 5.695, 1.693], [-2.100, 4.987, 3.608], [-0.509, 5.685, 4.105], [-0.943, 3.903, 4.213], [0.694, 6.140, -0.410], [2.281, 5.521, -1.023], [2.169, 6.387, 0.610], [-0.695, -5.080, -0.216], [-1.750, -5.250, -1.217], [-1.488, -5.155, -2.615], [-2.479, -6.671, -1.026], [-2.405, -7.357, 0.255], [-1.435, -8.514, 0.095], [-3.252, -4.184, -0.874], [-3.402, -7.605, 0.550], [-2.057, -6.647, 1.009], [-1.228, -8.893, 1.108], [-0.472, -8.150, -0.269], [-1.830, -9.184, -0.662], [-3.566, -4.472, 0.125], [-3.918, -4.345, -1.719], [-3.059, -3.139, -0.858], [7.849, -2.444, 0.144], [7.059, -2.194, 1.318], [6.582, -3.306, 2.034], [7.944, -1.495, 2.333], [8.581, -0.241, 2.037], [9.479, 0.190, 3.137], [5.736, -1.155, 0.910], [7.837, 0.476, 1.815], [9.024, -0.368, 1.054], [10.381, -0.376, 3.097], [8.955, 0.088, 4.112], [9.636, 1.226, 2.944], [5.231, -1.711, 0.124], [6.113, -0.204, 0.556], [5.040, -1.123, 1.728], [-5.499, -1.865, -4.325], [-4.469, -2.851, -4.334], [-4.767, -4.109, -3.786], [-4.150, -3.059, -5.883], [-3.581, -4.275, -6.301], [-2.128, -4.366, -6.201], [-2.984, -2.227, -3.660], [-3.923, -4.346, -7.311], [-4.028, -5.093, -5.676], [-1.671, -3.390, -6.440], [-1.843, -5.066, -7.007], [-1.707, -4.740, -5.233], [-2.794, -1.292, -4.176], [-2.227, -3.030, -3.715], [-3.014, -2.051, -2.618], [-1.420, -0.264, -5.933], [-1.937, 0.622, -6.908], [-1.528, 0.378, -8.258], [-3.511, 0.805, -6.763], [-4.386, 1.006, -7.942], [-5.318, -0.188, -8.025], [-1.533, 2.181, -6.435], [-3.780, 1.072, -8.829], [-4.900, 1.936, -7.838], [-6.004, -0.231, -7.200], [-4.745, -1.105, -8.033], [-5.887, -0.053, -8.967], [-1.779, 2.328, -5.351], [-2.099, 2.966, -6.967], [-0.467, 2.393, -6.648], [-2.205, -1.101, -0.410], [-1.660, 0.144, -0.009], [-2.461, 1.019, 0.775], [-0.406, -0.364, 0.795], [0.420, 0.531, 1.535], [1.756, -0.064, 1.741], [-1.011, 0.909, -1.360], [-0.106, 0.808, 2.443], [0.459, 1.526, 1.075], [1.755, -0.917, 2.437], [2.478, 0.672, 2.037], [2.074, -0.593, 0.825], [-1.800, 1.504, -1.783], [-0.774, 0.204, -2.160], [-0.139, 1.574, -1.140], [0.885, 2.776, -3.962], [1.912, 3.783, -3.820], [1.509, 5.137, -3.836], [2.733, 3.490, -2.566], [2.832, 2.051, -2.121], [4.139, 1.868, -1.452], [2.977, 3.662, -5.214], [2.784, 1.447, -3.044], [1.957, 1.829, -1.527], [4.185, 2.250, -0.412], [4.944, 2.262, -2.095], [4.246, 0.778, -1.411], [3.362, 2.636, -5.201], [3.771, 4.387, -5.034], [2.376, 3.937, -6.058], [-3.680, 6.515, -1.313], [-2.495, 5.780, -1.045], [-1.386, 6.514, -0.480], [-2.704, 4.653, 0.001], [-4.002, 4.087, 0.212], [-4.320, 4.034, 1.667], [-1.936, 4.962, -2.474], [-4.072, 3.062, -0.190], [-4.706, 4.728, -0.290], [-5.347, 3.748, 1.786], [-4.203, 5.084, 1.992], [-3.669, 3.365, 2.233], [-1.215, 4.180, -2.124], [-1.385, 5.627, -3.131], [-2.760, 4.497, -2.940]],
  "mulliken_charge": [-0.78, 1.48, -0.54, -0.08, -0.99, 0.55, -1.43, 0.36, 0.40, -0.46, 0.69, -0.48, 0.51, 0.47, 0.38, -0.57, 1.37, -0.77, -0.48, 0.79, -0.97, -0.46, -0.43, 0.30, 0.52, 0.11, -0.08, 0.30, -0.24, 0.48, -0.67, 0.87, -0.12, -0.33, 0.58, -0.77, -0.62, -0.28, 0.43, 0.08, 0.45, -0.31, 0.44, 0.03, 0.30, -0.44, 0.99, -0.79, 0.23, -0.22, -1.20, -0.81, 0.30, 0.31, 0.26, 0.27, 0.40, 0.15, 0.43, 0.18, -0.67, 1.08, -0.75, -0.11, 0.61, -1.28, 1.68, 0.47, -0.41, 0.07, 0.41, 0.37, 0.47, -1.15, -0.84, -0.90, 1.30, -0.22, -0.40, 0.67, -1.56, 0.06, 0.00, 0.04, 0.36, 0.41, 0.26, -0.39, -0.25, 0.60, -0.53, 0.62, -0.24, 0.17, 0.80, -1.54, -0.89, -0.29, 0.14, 0.49, 0.36, 0.15, 0.13, 0.41, 0.41, -0.35, 0.94, -0.67, -0.33, -0.02, -1.17, 0.20, 0.42, 0.02, 0.37, 0.24, 0.35, 0.57, 0.58, -1.08, -0.74, 1.30, -0.60, -0.27, -0.13, -1.40, 0.01, 0.10, 0.59, 0.43, 0.22, 0.40, 0.03, 0.54, -0.45, -0.68, 1.08, -0.70, -0.20, -0.44, -0.60, 2.07, 0.40, 0.29, 0.03, 0.49, 0.06, -0.16, -0.14, -1.54, -0.22, 0.88, -0.77, -0.05, -0.52, -0.94, -0.85, 0.48, 0.34, 0.26, 0.17, 0.40, 0.10, 0.44, 0.31, -0.38, 0.85, -0.57, 0.81, 1.37, 0.10, 0.17, -0.15, -1.11, -0.68, 0.28, -0.04, -0.34, -0.13, -0.70, -0.39, 1.29, -0.69, -0.34, 0.73, -0.95, -1.20, 0.97, -0.78, 0.08, 0.41, 0.05, 0.26, 0.40, 0.42, -0.73, 1.33, -0.79, -0.11, 0.60, -1.53, -0.64, -0.59, 0.80, 0.52, 0.41, 0.04, -0.21, 0.53, 0.38]
}

---

# 5
{
  "formula": "C2H3CoO3",
  "method": "ωB97M-V/def2-TZVPD",
  "total_charge": -1,
  "spin_multiplicity": 4,
  "lumo_ev": [3.682, 3.681],
  "homo_energy_ev": [-1.50, -2.07],
  "homo_lumo_gap_ha": [0.1904, 0.2114],
  "s_squared": 3.773,
  "elements": ["O", "C", "O", "O", "Co", "C", "H", "H", "H"],
  "coordinates": [[-1.135, -0.211, 1.732], [-0.541, -0.368, 0.623], [0.525, 0.458, 0.461], [-1.004, -0.988, -0.340], [-2.839, -1.082, 1.784], [1.124, 0.526, -0.823], [0.410, 0.895, -1.570], [1.960, 1.228, -0.733], [1.499, -0.458, -1.135]],
  "nbo_charge": [-0.88, 0.95, -0.55, -0.75, -0.05, -0.24, 0.18, 0.17, 0.18]
}

---

# 6
{
  "formula": "C4H3NO",
  "method": "ωB97M-V/def2-TZVPD",
  "lumo_ev": 0.569,
  "homo_energy_ev": -11.15,
  "homo_lumo_gap_ha": 0.4305,
  "de_lowest_kcal_mol": 34.37,
  "smiles": "C#C[C@H](O)C#N",
  "elements": ["C", "C", "C", "O", "C", "N", "H", "H", "H"],
  "coordinates": [[2.088, 0.140, -0.258], [0.898, -0.032, -0.286], [-0.565, -0.209, -0.329], [-1.258, 0.957, -0.694], [-1.046, -0.734, 0.977], [-1.442, -1.115, 1.994], [3.147, 0.283, -0.231], [-0.815, -0.953, -1.093], [-1.007, 1.661, -0.080]],
  "nbo_charge": [-0.16, -0.07, -0.05, -0.66, 0.25, -0.28, 0.24, 0.25, 0.48]
}

---

| no. | calculated total energy (eV) | molecular weight (u) |
| --- | --- | --- |
| 1 | -63084.05182 | 650.8 |
| 2 | -46500.30379 | 432.3 |
| 3 | -8865.59621 | 99.1 |
| 4 | -283052.55883 | 1738.3 |
| 5 | -45891.63410 | 134.0 |
| 6 | -7731.25361 | 81.1 |